1.
A structure of composition C48H43FMnN4O4PS, computed with wB97M-V/def2-TZVPD.

Output
- Charge: +3
- F_max: 0.87 eV/Å
- Kohn-Sham gap (spin up / spin down): 4.4821 / 6.2174 eV
- HOMO energy (spin up / spin down): -15.350 / -15.350 eV
- Spin multiplicity: 4

Last column: Mulliken spin population.
Atoms and positions in Å:
Mn: -0.279 -0.030 0.279  3.461
C: 5.219 4.888 0.818  0.001
C: 5.670 3.576 0.202  0.000
C: 6.909 3.026 0.884  0.000
C: 7.366 1.747 0.209  0.000
C: 6.251 0.743 0.184  -0.001
C: 6.514 -0.605 0.147  0.001
C: 5.471 -1.534 0.122  0.001
F: 5.778 -2.827 0.087  0.000
C: 4.162 -1.156 0.135  0.004
C: 3.862 0.215 0.178  -0.011
C: 2.498 0.655 0.184  0.000
O: 1.559 -0.264 0.139  -0.084
C: 2.243 2.013 0.232  0.018
C: 3.317 2.901 0.260  0.001
N: 4.579 2.525 0.246  0.003
C: 4.902 1.167 0.205  0.001
C: 0.886 2.617 0.266  -0.031
O: 0.707 3.801 0.301  0.021
O: -0.152 1.764 0.260  0.019
H: 6.093 5.530 0.912  0.000
H: 4.807 4.736 1.818  -0.001
H: 4.498 5.431 0.208  0.000
H: 5.881 3.720 -0.861  0.000
H: 6.698 2.855 1.944  0.000
H: 7.689 3.784 0.829  0.000
H: 8.233 1.321 0.713  0.000
H: 7.676 1.964 -0.818  0.000
H: 7.535 -0.965 0.138  0.000
H: 3.375 -1.895 0.107  -0.001
H: 3.102 3.958 0.288  0.000
C: -1.019 0.160 -2.691  0.066
C: -2.426 0.578 -2.275  -0.018
C: -2.537 2.086 -2.062  0.001
C: -2.923 -0.253 -1.090  0.032
C: -4.399 -0.032 -0.745  0.002
O: -4.397 0.201 0.689  0.007
C: -3.155 0.274 1.108  0.027
N: -2.246 0.059 0.211  -0.065
C: -3.001 0.584 2.543  0.039
C: -4.163 0.972 3.208  0.001
C: -4.138 1.338 4.547  -0.003
C: -2.941 1.344 5.236  0.000
C: -1.773 0.961 4.589  -0.014
C: -1.788 0.551 3.255  -0.096
P: -0.185 0.007 2.645  -0.093
C: 0.271 -1.610 3.290  -0.069
C: 1.152 -2.437 2.590  0.026
C: 1.568 -3.633 3.151  0.005
C: 1.105 -4.013 4.404  -0.008
C: 0.231 -3.191 5.104  -0.002
C: -0.190 -1.991 4.554  -0.011
C: 1.024 1.196 3.190  -0.051
C: 2.306 0.756 3.544  -0.021
C: 3.253 1.677 3.957  0.008
C: 2.929 3.029 4.010  -0.038
C: 1.663 3.471 3.640  0.005
C: 0.709 2.560 3.222  -0.028
H: -0.694 0.720 -3.567  0.001
H: -0.959 -0.904 -2.928  0.000
H: -0.255 0.396 -1.929  -0.016
H: -3.088 0.294 -3.100  0.000
H: -1.940 2.421 -1.213  0.002
H: -3.565 2.410 -1.904  0.000
H: -2.179 2.609 -2.948  0.000
H: -2.739 -1.309 -1.303  -0.009
H: -5.032 -0.892 -0.938  0.000
H: -4.824 0.852 -1.213  0.001
H: -5.096 1.005 2.668  0.000
H: -5.056 1.636 5.036  0.000
H: -2.902 1.650 6.273  -0.001
H: -0.838 1.001 5.134  -0.002
H: 1.543 -2.133 1.630  -0.019
H: 2.264 -4.264 2.612  0.000
H: 1.430 -4.948 4.843  0.000
H: -0.124 -3.482 6.083  -0.001
H: -0.875 -1.369 5.114  -0.004
H: 2.551 -0.299 3.527  -0.003
H: 4.234 1.339 4.264  -0.001
H: 3.664 3.744 4.357  0.001
H: 1.417 4.524 3.679  -0.001
H: -0.272 2.909 2.923  0.002
S: -1.003 -6.445 -1.059  0.004
C: -0.748 -4.746 -0.639  0.009
C: -1.538 -4.147 0.343  -0.004
C: -1.381 -2.805 0.608  0.031
N: -0.483 -2.041 -0.035  -0.115
C: 0.296 -2.619 -0.971  0.033
C: 0.186 -3.950 -1.303  -0.004
C: 0.685 -7.020 -0.910  0.001
C: 1.194 -7.337 0.341  0.000
C: 2.499 -7.826 0.414  0.000
N: 3.254 -7.980 -0.663  0.000
C: 2.767 -7.701 -1.860  0.000
C: 1.466 -7.219 -2.038  0.000
H: -2.270 -4.724 0.892  -0.001
H: -1.981 -2.324 1.369  -0.009
H: 1.020 -1.981 -1.460  0.002
H: 0.815 -4.361 -2.081  -0.001
H: 0.591 -7.246 1.235  0.000
H: 2.931 -8.116 1.365  0.000
H: 3.421 -7.859 -2.710  0.000
H: 1.087 -7.023 -3.032  0.000



2.
A structure of composition C48H44AsN5O7PdSSi, computed with wB97M-V/def2-TZVPD.

Output
- Charge: 0
- F_max: 2.88 eV/Å
- Kohn-Sham gap (spin up / spin down): 5.9625 / 5.9620 eV
- HOMO energy (spin up / spin down): -7.237 / -7.236 eV
- Spin multiplicity: 1
- ΔE to the lowest compared entry with this formula, charge and spin: 43.2 kcal/mol

Last column: Mulliken charge in e.
Atoms and positions in Å:
Pd: 0.490 0.376 -0.340  -1.518
C: -0.398 0.029 -2.248  0.084
Si: 1.040 -0.585 -3.277  -0.070
C: 1.752 -1.986 -2.136  -1.133
N: 1.820 -1.532 -0.760  1.511
C: 1.780 -2.617 0.205  -1.116
C: 3.084 -3.427 0.234  -0.787
C: 4.306 -2.501 0.165  -1.003
C: 3.919 -1.064 0.506  -0.466
C: 2.919 -0.582 -0.544  -0.001
C: 2.441 0.581 -3.809  0.358
C: 3.505 0.087 -4.564  0.021
C: 4.527 0.919 -4.981  -0.790
C: 4.514 2.263 -4.644  -0.501
C: 3.466 2.768 -3.894  -0.722
C: 2.438 1.934 -3.489  -0.083
C: 0.339 -1.488 -4.794  0.816
C: 0.658 -1.107 -6.091  -0.408
C: 0.141 -1.783 -7.182  -0.646
C: -0.719 -2.853 -6.993  -0.480
C: -1.065 -3.232 -5.707  -0.775
C: -0.543 -2.552 -4.623  -0.480
H: -1.106 -0.783 -2.080  -0.828
H: -0.938 0.904 -2.609  1.045
H: 2.740 -2.318 -2.478  0.336
H: 1.086 -2.849 -2.184  0.605
H: 0.928 -3.262 -0.031  0.381
H: 1.581 -2.194 1.189  -0.419
H: 3.110 -4.132 -0.598  0.358
H: 3.087 -4.008 1.154  0.507
H: 4.723 -2.510 -0.845  0.286
H: 5.085 -2.847 0.844  0.493
H: 4.797 -0.416 0.479  0.639
H: 3.497 -1.011 1.508  -0.156
H: 3.449 -0.435 -1.492  0.642
H: 2.472 0.400 -0.259  -0.161
H: 3.529 -0.962 -4.829  0.474
H: 5.338 0.522 -5.574  0.406
H: 5.314 2.912 -4.966  0.385
H: 3.445 3.813 -3.623  0.444
H: 1.621 2.341 -2.915  0.281
H: 1.325 -0.272 -6.246  0.362
H: 0.409 -1.477 -8.182  0.420
H: -1.122 -3.384 -7.844  0.384
H: -1.742 -4.060 -5.551  0.429
H: -0.824 -2.857 -3.624  0.165
C: -4.335 -4.419 1.922  -0.588
C: -3.935 -3.573 2.943  -0.763
C: -3.031 -2.554 2.689  -0.230
C: -2.522 -2.387 1.411  0.510
C: -2.881 -3.271 0.402  -0.127
C: -3.795 -4.279 0.654  -0.773
As: -1.437 -0.799 0.935  2.170
C: -1.878 0.394 2.395  -0.485
C: -1.364 0.387 3.680  0.218
C: -1.721 1.376 4.581  -0.836
C: -2.573 2.394 4.185  -1.303
C: -3.126 2.389 2.917  -0.384
C: -2.808 1.378 2.020  -0.229
C: -3.415 1.181 0.706  0.014
C: -4.463 1.929 0.184  -0.179
C: -5.024 1.578 -1.032  -1.152
C: -4.551 0.476 -1.726  -0.963
C: -3.505 -0.273 -1.212  -0.840
C: -2.925 0.073 -0.003  0.985
H: -5.066 -5.189 2.115  0.376
H: -4.337 -3.698 3.938  0.422
H: -2.731 -1.885 3.485  0.332
H: -2.455 -3.154 -0.589  0.313
H: -4.093 -4.950 -0.139  0.430
H: -0.705 -0.414 3.978  0.270
H: -1.339 1.353 5.590  0.504
H: -2.820 3.190 4.871  0.467
H: -3.816 3.169 2.630  0.549
H: -4.860 2.767 0.740  0.592
H: -5.844 2.156 -1.431  0.423
H: -5.001 0.190 -2.666  0.455
H: -3.167 -1.146 -1.754  0.152
O: 3.324 2.585 6.990  -0.640
N: 3.267 1.388 6.782  0.994
O: 3.683 0.538 7.545  -0.634
C: 2.677 0.956 5.557  -1.017
C: 2.356 1.892 4.574  -0.503
C: 1.883 1.458 3.352  -1.146
C: 1.581 0.072 3.075  0.964
O: 1.147 -0.316 1.974  2.033
C: 1.808 -0.820 4.189  -0.308
C: 2.404 -0.395 5.360  -0.492
N: 1.405 -2.176 4.066  0.981
O: 2.026 -3.025 4.688  -0.686
O: 0.439 -2.429 3.348  -0.440
N: 1.562 2.356 2.339  0.926
O: 1.685 2.005 1.150  -0.457
O: 1.100 3.484 2.634  -0.877
H: 2.516 2.944 4.750  0.630
H: 2.602 -1.105 6.150  0.646
S: 0.100 2.753 -1.087  -0.322
C: -1.115 3.638 -0.316  0.382
N: -0.929 4.151 0.931  0.465
C: -1.822 4.976 1.498  -0.330
C: -2.983 5.307 0.860  -0.710
C: -3.230 4.785 -0.425  -0.435
C: -2.296 3.976 -1.006  -0.578
H: -0.058 3.928 1.468  0.155
H: -1.562 5.359 2.474  0.420
H: -3.696 5.963 1.327  0.449
H: -4.145 5.022 -0.943  0.464
H: -2.425 3.579 -1.998  0.444



3.
A structure of composition C48H44KN9Se2, computed with wB97M-V/def2-TZVPD.

Output
- Charge: 0
- F_max: 4.67 eV/Å
- Kohn-Sham gap: 6.1774 eV
- HOMO energy: -6.837 eV
- Spin multiplicity: 1
- ΔE to the lowest compared entry with this formula, charge and spin: 0.0 kcal/mol

Last column: Mulliken charge in e.
Atoms and positions in Å:
K: -15.520 -14.934 4.466  0.974
C: -11.021 -14.133 4.105  -0.715
C: -10.663 -12.792 3.731  -0.549
C: -11.593 -11.812 3.686  -0.968
C: -12.945 -12.194 3.913  0.158
N: -13.303 -13.440 4.258  0.382
C: -12.360 -14.374 4.369  -0.379
N: -13.869 -11.214 3.687  -0.453
C: -15.121 -11.107 4.061  -0.520
N: -16.029 -12.132 4.457  0.626
C: -17.164 -11.479 4.949  -0.262
N: -18.225 -11.955 5.545  -0.376
C: -18.561 -13.104 6.063  0.504
C: -19.500 -12.942 7.195  -1.071
C: -20.140 -14.086 7.601  -0.459
C: -19.815 -15.388 6.988  -0.951
C: -18.899 -15.352 5.960  -0.393
N: -18.270 -14.238 5.500  0.215
C: -17.066 -10.077 4.699  0.249
C: -17.972 -9.060 4.996  -0.176
C: -17.636 -7.780 4.606  -0.639
C: -16.447 -7.547 3.909  -0.612
C: -15.507 -8.580 3.667  -0.119
C: -15.825 -9.843 4.056  -0.092
H: -10.332 -14.940 4.236  0.484
H: -9.629 -12.607 3.545  0.424
H: -11.383 -10.786 3.531  0.571
H: -12.729 -15.328 4.716  0.382
H: -19.804 -11.975 7.634  0.405
H: -20.797 -13.990 8.418  0.437
H: -20.118 -16.334 7.366  0.482
H: -18.553 -16.255 5.476  0.586
H: -18.867 -9.392 5.461  0.568
H: -18.390 -6.990 4.807  0.351
H: -16.293 -6.531 3.503  0.338
H: -14.525 -8.298 3.349  0.520
C: -19.143 -15.672 2.053  -1.104
C: -18.611 -14.717 1.014  0.958
C: -19.464 -14.032 0.182  -0.919
C: -18.929 -13.021 -0.678  -0.677
C: -17.558 -12.748 -0.720  -0.817
C: -16.678 -13.450 0.088  0.792
C: -15.213 -13.057 0.165  -1.083
C: -17.216 -14.504 0.921  -0.289
N: -16.293 -15.383 1.434  1.065
C: -15.862 -16.486 0.921  -0.068
C: -16.216 -17.041 -0.429  -1.565
C: -14.713 -17.246 1.529  0.634
C: -14.963 -18.741 1.569  -1.762
N: -13.630 -16.639 1.870  0.643
C: -12.345 -17.146 1.818  -0.689
C: -11.675 -17.718 2.934  1.698
C: -12.447 -18.133 4.174  -1.475
C: -10.327 -18.092 2.908  -0.749
C: -9.583 -17.926 1.732  -0.812
C: -10.192 -17.313 0.595  -0.848
C: -11.563 -16.997 0.621  0.980
C: -12.192 -16.556 -0.637  -1.096
H: -20.205 -15.717 1.961  0.488
H: -18.863 -15.337 3.043  0.123
H: -18.708 -16.647 1.966  0.219
H: -20.515 -14.273 0.169  0.457
H: -19.635 -12.492 -1.353  0.343
H: -17.182 -11.942 -1.334  0.452
H: -14.917 -12.754 -0.813  0.505
H: -14.645 -13.871 0.623  -0.114
H: -15.166 -12.129 0.807  0.191
H: -17.212 -16.556 -0.595  0.356
H: -16.189 -18.118 -0.380  0.532
H: -15.482 -16.705 -1.216  0.181
H: -16.042 -18.970 1.786  0.379
H: -14.350 -19.183 2.383  0.306
H: -14.723 -19.221 0.600  0.359
H: -11.948 -17.636 5.041  0.507
H: -12.328 -19.186 4.341  0.545
H: -13.506 -17.831 4.292  -0.450
H: -9.792 -18.507 3.749  0.482
H: -8.588 -18.261 1.629  0.443
H: -9.514 -17.037 -0.231  0.342
H: -11.499 -16.313 -1.419  0.468
H: -12.905 -15.732 -0.504  0.046
H: -12.787 -17.467 -1.019  0.182
Se: -14.805 -18.412 6.560  0.226
Se: -15.762 -17.202 8.392  -0.082
C: -14.815 -15.478 8.276  -0.053
C: -14.035 -15.057 9.367  -0.667
C: -13.746 -13.697 9.396  -0.484
C: -14.121 -12.858 8.329  -0.920
C: -14.874 -13.408 7.327  -0.036
N: -15.206 -14.705 7.255  0.225
C: -16.409 -19.241 5.942  -0.084
C: -16.544 -20.665 6.164  -0.444
C: -17.639 -21.393 5.678  -0.447
C: -18.582 -20.631 5.004  -0.597
C: -18.367 -19.308 4.791  -0.186
N: -17.294 -18.566 5.228  0.262
H: -13.666 -15.755 10.115  0.466
H: -13.092 -13.296 10.146  0.389
H: -13.817 -11.848 8.257  0.520
H: -15.296 -12.791 6.552  0.384
H: -15.742 -21.172 6.699  0.395
H: -17.792 -22.467 5.947  0.361
H: -19.413 -21.063 4.415  0.328
H: -19.102 -18.687 4.250  0.365



4.
A structure of composition C48H45AsF9O10, computed with wB97M-V/def2-TZVPD.

Output
- Charge: -1
- F_max: 4.06 eV/Å
- Kohn-Sham gap: 8.1246 eV
- HOMO energy: -6.247 eV
- Spin multiplicity: 1
- ΔE to the lowest compared entry with this formula, charge and spin: 96.6 kcal/mol

Last column: Mulliken charge in e.
Atoms and positions in Å:
As: 1.435 -0.281 1.436  2.025
F: 1.245 1.292 0.535  -0.507
F: 1.955 -1.139 -0.054  -0.493
F: 1.590 -1.828 2.459  -0.529
F: 0.812 0.572 2.891  -0.490
F: -0.297 -0.747 1.054  -0.511
F: 3.168 0.128 1.795  -0.498
F: -1.675 9.271 2.996  -0.291
C: -1.730 9.499 1.648  0.181
C: -1.096 8.612 0.736  -0.330
C: -1.208 8.785 -0.653  -0.386
C: -1.893 9.895 -1.183  -0.350
C: -2.440 10.808 -0.302  -0.361
C: -2.400 10.595 1.079  -0.300
H: -0.575 7.754 1.136  0.401
H: -0.723 8.103 -1.335  0.375
H: -2.035 10.029 -2.245  0.367
H: -2.994 11.668 -0.648  0.338
H: -2.938 11.278 1.720  0.357
F: 7.438 2.516 11.864  -0.298
C: 7.226 2.209 10.556  0.416
C: 8.250 1.620 9.840  -0.357
C: 8.017 1.226 8.503  -0.359
C: 6.863 1.621 7.891  -0.449
C: 5.834 2.258 8.640  -0.335
C: 6.004 2.560 9.933  -0.405
H: 9.146 1.318 10.362  0.366
H: 8.620 0.535 7.932  0.345
H: 6.586 1.441 6.863  0.359
H: 4.925 2.608 8.173  0.343
H: 5.250 3.075 10.510  0.374
F: 5.926 3.423 -2.710  -0.298
C: 6.493 4.656 -2.611  0.408
C: 5.673 5.664 -2.060  -0.474
C: 6.169 6.943 -2.076  -0.257
C: 7.387 7.210 -2.572  -0.495
C: 8.200 6.192 -3.099  -0.239
C: 7.734 4.912 -3.115  -0.496
H: 4.673 5.441 -1.716  0.432
H: 5.481 7.719 -1.773  0.339
H: 7.771 8.219 -2.603  0.343
H: 9.198 6.338 -3.486  0.350
H: 8.379 4.136 -3.501  0.388
C: -7.473 0.956 -3.943  -0.347
C: -8.458 1.957 -4.166  -0.516
C: -8.057 3.274 -3.988  0.387
C: -6.721 3.665 -3.838  -0.560
C: -5.785 2.667 -3.743  -0.269
C: -6.172 1.326 -3.740  0.304
O: -5.259 0.359 -3.432  -0.524
O: -9.036 4.217 -4.030  -0.573
H: -7.919 -0.018 -3.808  0.366
H: -9.495 1.669 -4.256  0.381
H: -6.431 4.705 -3.830  0.392
H: -4.793 2.999 -3.473  0.328
H: -4.399 0.584 -3.796  0.308
H: -9.036 4.824 -3.286  0.323
C: 0.807 -10.006 -3.119  -0.379
C: 0.120 -8.749 -3.087  -0.706
C: 0.705 -7.747 -2.236  0.312
C: 1.684 -8.036 -1.281  -0.429
C: 2.202 -9.344 -1.250  -0.459
C: 1.807 -10.254 -2.248  0.689
O: 2.403 -11.462 -2.322  -0.535
O: 0.203 -6.434 -2.326  -0.527
H: 0.559 -10.642 -3.956  0.271
H: -0.573 -8.406 -3.842  0.370
H: 2.081 -7.345 -0.551  0.380
H: 2.938 -9.562 -0.490  0.397
H: 1.944 -12.093 -2.881  0.293
H: 0.990 -5.885 -2.346  0.323
C: -8.209 2.551 2.612  -0.258
C: -7.266 1.733 3.135  -0.733
C: -5.920 2.123 3.086  0.740
C: -5.521 3.348 2.515  -0.612
C: -6.567 4.245 2.037  -0.562
C: -7.906 3.776 1.989  0.557
O: -8.875 4.556 1.368  -0.535
O: -5.074 1.343 3.681  -0.508
H: -9.248 2.257 2.638  0.231
H: -7.574 0.841 3.660  0.381
H: -4.507 3.716 2.560  0.325
H: -6.352 5.206 1.593  0.383
H: -9.679 4.034 1.432  0.271
H: -4.175 1.644 3.828  0.320
C: 2.310 -1.972 -8.609  -0.546
C: 2.037 -1.262 -7.456  -0.491
C: 0.706 -0.867 -7.200  0.587
C: -0.244 -1.051 -8.211  -0.534
C: 0.126 -1.542 -9.486  -0.465
C: 1.369 -2.069 -9.646  0.621
O: 1.622 -2.798 -10.798  -0.541
O: 0.487 -0.204 -6.018  -0.531
H: 3.306 -2.387 -8.638  0.268
H: 2.878 -1.169 -6.785  0.268
H: -1.256 -0.701 -8.073  0.389
H: -0.515 -1.763 -10.326  0.372
H: 2.571 -2.875 -10.916  0.292
H: 1.253 -0.110 -5.447  0.311
C: -0.567 -10.862 5.116  -0.538
C: -1.012 -9.594 4.855  -0.485
C: -0.141 -8.499 4.961  0.650
C: 1.132 -8.663 5.365  -0.470
C: 1.547 -9.903 5.817  -0.662
C: 0.720 -11.023 5.548  0.722
O: 1.255 -12.243 5.765  -0.533
O: -0.525 -7.252 4.586  -0.531
H: -1.148 -11.764 4.996  0.392
H: -2.010 -9.595 4.443  0.353
H: 1.815 -7.832 5.459  0.274
H: 2.537 -9.947 6.246  0.263
H: 2.148 -12.161 6.105  0.276
H: 0.192 -6.619 4.666  0.289